Record 1
Computed, not measured: a 2-piece molecular cluster, C13H22FNO5S overall, with ωB97M-V with the def2-TZVPD basis set.

Computed properties:
SMILES: COCCCC[C@@]1([C@@H](C)F)COS(=O)(=O)O1.c1cc[nH]c1
Molecular weight: 323.4 g/mol
Total energy: -1437.500017 hartree
Gap between HOMO and LUMO: 8.708 eV
Relative energy (zero: lowest compared OMol25 entry of this formula, charge and spin): 0.277 eV
Lowest unoccupied orbital energy: 0.5 eV

Each line ends with the natural charge from an NBO analysis.
CARTESIAN COORDINATES (ANGSTROEM)
C: -3.867176 -2.848602 -1.340140  -0.2542
O: -4.600456 -2.421750 -0.206094  -0.5352
C: -3.813776 -2.255505 0.942085  -0.0460
C: -2.948399 -1.010668 0.866922  -0.4486
C: -2.203043 -0.725496 2.174635  -0.4159
C: -0.673216 -0.832026 2.163953  -0.4005
C: 0.053045 -0.491588 0.870754  0.2145
C: -0.366936 0.759263 0.149593  0.1764
C: -0.071756 2.029873 0.927817  -0.6558
F: 0.389527 0.805670 -1.025081  -0.3626
C: 1.549141 -0.435196 1.186003  -0.0939
O: 2.258346 -1.122158 0.144439  -0.6911
S: 1.338435 -2.146284 -0.620504  2.5924
O: 1.679596 -3.443160 -0.232104  -0.9138
O: 1.244388 -1.906172 -1.997666  -0.9014
O: -0.028081 -1.671714 0.047798  -0.7185
H: -2.981718 -3.404290 -1.059663  0.1724
H: -3.521102 -1.985306 -1.904102  0.1672
H: -4.503406 -3.423495 -1.992387  0.1923
H: -3.218829 -3.139408 1.171664  0.1607
H: -4.510228 -2.105848 1.757171  0.1794
H: -2.326113 -1.099951 -0.009452  0.2133
H: -3.636101 -0.200187 0.669066  0.2084
H: -2.560902 -1.443228 2.902138  0.2152
H: -2.518614 0.229313 2.560493  0.2099
H: -0.343467 -1.798900 2.495865  0.2312
H: -0.294999 -0.139592 2.910525  0.2110
H: -1.401678 0.756275 -0.158358  0.1936
H: -0.127062 1.905171 1.999349  0.2160
H: -0.744188 2.794610 0.581941  0.2291
H: 0.924139 2.343714 0.658584  0.2398
H: 1.792366 -0.919186 2.121048  0.1957
H: 1.991445 0.548229 1.228323  0.2202
N: 3.688096 3.976860 -2.279283  -0.5120
C: 4.871524 3.364271 -1.969127  -0.0799
C: 4.602006 2.051938 -1.686002  -0.3076
C: 3.200366 1.864788 -1.833387  -0.3138
C: 2.665128 3.069719 -2.201172  -0.0727
H: 3.585782 4.943396 -2.527041  0.4083
H: 5.798144 3.911724 -1.977813  0.2082
H: 5.327717 1.307085 -1.405766  0.2217
H: 2.652052 0.950927 -1.689740  0.2383
H: 1.650003 3.356885 -2.415285  0.2081

Atomic forces in eV per Å
0.13 0.78 0.07
-0.13 -0.52 -0.15
-0.14 0.49 0.22
-0.31 -0.15 -0.06
0.10 -0.52 -0.39
-0.54 1.14 0.05
0.77 -1.04 0.80
0.07 0.40 -0.30
0.04 -0.28 -0.41
-0.19 0.04 -0.06
1.02 0.01 -0.03
0.01 0.35 -0.26
-0.67 0.84 -0.06
0.19 -1.73 1.13
0.29 0.79 -1.27
-0.46 -0.14 -0.25
0.18 -0.45 0.12
0.10 0.20 -0.19
-0.28 -0.33 -0.03
0.18 -0.28 -0.11
-0.28 -0.16 0.29
0.42 -0.01 -0.10
-0.19 0.36 -0.17
-0.08 -0.19 0.36
0.04 0.51 0.07
0.19 -0.57 -0.16
0.11 0.15 0.29
-0.27 -0.31 -0.05
-0.20 0.04 0.28
-0.30 0.42 0.14
0.42 0.16 0.04
-0.13 -0.35 0.29
-0.17 0.38 -0.12
-0.01 0.00 -0.01
0.00 0.04 0.01
0.01 0.03 0.01
0.04 -0.05 0.06
0.00 0.07 0.04
0.01 -0.02 -0.01
0.01 -0.01 0.01
0.00 -0.01 -0.01
0.00 -0.04 -0.04
-0.01 -0.03 -0.01

***

Record 2
Computed, not measured: one molecule with the formula C4H6OS3, with ωB97M-V with the def2-TZVPD basis set.

Computed properties:
SMILES: O=CC1(S)[C@H](S)[C@H]1S
Molecular weight: 166.3 g/mol
Total energy: -1425.758673 hartree
Gap between HOMO and LUMO: 9.728 eV
Relative energy (zero: lowest compared OMol25 entry of this formula, charge and spin): 1.232 eV
Lowest unoccupied orbital energy: 0.6 eV

Each line ends with the natural charge from an NBO analysis.
CARTESIAN COORDINATES (ANGSTROEM)
C: -0.101141 0.821753 -0.603768  -0.3402
C: -0.965233 0.454011 0.583298  -0.3613
C: 0.090842 -0.532124 0.061168  -0.3524
C: 1.228350 -0.719307 1.017078  0.4434
H: 1.955418 1.711366 -1.220872  0.1300
H: -0.573603 0.814941 -1.623014  0.2527
H: -0.761173 1.003206 1.493022  0.2509
H: -2.891163 -0.102221 -0.738484  0.1280
H: 0.811728 -2.408937 -1.149538  0.1616
H: 1.303006 0.029785 1.824767  0.1288
O: 1.965599 -1.666065 1.012763  -0.5039
S: 1.081673 2.165146 -0.310637  -0.0068
S: -2.728195 0.352041 0.508864  0.0430
S: -0.416114 -1.923597 -0.854648  0.0261

Atomic forces in eV per Å
-0.26 0.75 0.04
0.26 0.26 -1.40
-0.02 0.93 0.60
0.04 -0.27 0.47
0.15 0.15 0.05
0.51 -0.13 1.23
0.49 -0.25 0.16
0.17 -0.03 -0.10
-0.20 0.30 0.17
0.04 0.20 -0.20
0.04 -0.01 -0.26
-0.29 -0.43 -0.38
-0.53 -0.31 0.09
-0.40 -1.16 -0.47

***

Record 3
Computed, not measured: one molecule with the formula C3H5NO2, with ωB97M-V with the def2-TZVPD basis set.

Computed properties:
SMILES: NC(=O)CC=O
Molecular weight: 87.1 g/mol
Total energy: -322.542390 hartree
Gap between HOMO and LUMO: 10.350 eV
Relative energy (zero: lowest compared OMol25 entry of this formula, charge and spin): 0.869 eV
Lowest unoccupied orbital energy: 0.7 eV

Each line ends with the natural charge from an NBO analysis.
CARTESIAN COORDINATES (ANGSTROEM)
N: 1.692577 -0.272863 -0.643408  -0.8188
C: 0.446100 -0.614039 -0.223772  0.6674
O: -0.137046 -1.551391 -0.749195  -0.6231
C: -0.335231 0.290588 0.713595  -0.6224
C: -1.607022 0.522235 -0.164540  0.4437
O: -2.350520 1.466054 -0.163198  -0.5022
H: 2.244226 0.474415 -0.259069  0.3984
H: 1.934242 -0.659269 -1.546443  0.4097
H: 0.222752 1.153896 1.103059  0.2306
H: -0.701527 -0.289900 1.571519  0.2627
H: -1.692414 -0.388114 -0.798145  0.1539

Atomic forces in eV per Å
-0.02 0.05 -0.06
-0.05 -0.25 -0.29
0.52 -0.16 0.26
0.03 -0.13 -0.06
-0.13 0.37 0.23
0.62 -0.40 0.20
-0.23 0.06 -0.05
0.29 -0.04 0.34
-0.45 -0.04 -0.38
0.15 -0.04 -0.20
-0.72 0.57 0.02

***

Record 4
Computed, not measured: C13H20BrCl3N3O3RuSi as an isolated structure, with ωB97M-V with the def2-TZVPD basis set.

Computed properties:
2S+1: 2
Charge: +2
Molecular weight: 581.7 g/mol
Total energy: -5235.967104 hartree
Gap between HOMO and LUMO (alpha / beta): 8.927 / 7.223 eV
Relative energy (zero: lowest compared OMol25 entry of this formula, charge and spin): 0.045 eV
Lowest unoccupied orbital energy (alpha / beta): -5.9 / -7.6 eV

Each line ends with the Löwdin spin population.
CARTESIAN COORDINATES (ANGSTROEM)
Ru: 0.511583 -0.089051 -0.157669  0.8894
C: -4.659911 0.005213 -1.247535  0.0016
N: -3.364646 0.690428 -1.235108  0.0170
C: -3.378360 2.028866 -1.839392  0.0013
C: -2.248153 0.147894 -0.821795  0.0048
O: -1.140811 0.762347 -0.938623  0.0368
C: -2.259616 -1.249058 -0.227819  -0.0007
O: -0.974165 -1.574753 0.321238  -0.0025
C: -0.934589 -1.916056 1.718912  -0.0004
C: -0.523996 -0.693265 2.543372  0.0029
O: -0.030080 0.285360 1.926652  0.0198
N: -0.672562 -0.710169 3.847881  0.0091
C: -1.172524 -1.860434 4.602805  0.0008
C: -0.280225 0.450118 4.653918  0.0007
H: -5.404190 0.655619 -0.792467  0.0003
H: -4.633785 -0.930554 -0.700440  0.0000
H: -4.949616 -0.196194 -2.278431  0.0009
H: -4.142937 2.622823 -1.342533  0.0004
H: -3.624636 1.941454 -2.896947  0.0005
H: -2.411194 2.500730 -1.721443  0.0001
H: -2.478627 -1.975770 -1.013177  -0.0002
H: -3.019834 -1.329791 0.547965  -0.0001
H: -0.182039 -2.699483 1.816724  -0.0001
H: -1.898670 -2.323067 2.017521  -0.0001
H: -1.170351 -2.767479 4.006528  0.0000
H: -2.179874 -1.662349 4.968387  0.0003
H: -0.517236 -2.023868 5.456398  0.0003
H: -0.178668 1.322743 4.019270  0.0000
H: 0.665181 0.246126 5.156177  0.0003
H: -1.049945 0.625193 5.403018  0.0002
Br: 4.829580 3.120361 1.702082  -0.0003
C: 3.485291 2.890312 0.421305  0.0000
C: 3.286098 3.813022 -0.594156  0.0017
C: 2.271671 3.581672 -1.509372  -0.0006
C: 1.498271 2.446243 -1.391996  0.0008
N: 1.698724 1.557309 -0.406897  -0.0071
C: 2.672323 1.773926 0.489202  0.0020
H: 3.913346 4.691155 -0.666828  0.0001
H: 2.084849 4.274901 -2.316842  -0.0001
H: 0.705087 2.221299 -2.090016  -0.0001
H: 2.801036 1.039381 1.271401  0.0008
Cl: 0.748341 -2.593895 -2.919821  -0.0033
Si: 1.552743 -1.018891 -1.960036  -0.0031
Cl: 3.039916 -0.202451 -3.029913  -0.0032
Cl: 2.320567 -1.629928 0.012426  0.0290

Atomic forces in eV per Å
-0.51 0.23 -0.26
0.00 0.01 0.02
0.05 -0.02 -0.03
0.00 -0.01 0.00
-0.14 0.03 -0.02
0.11 0.13 0.04
-0.02 -0.06 0.05
0.08 0.05 0.02
-0.02 0.00 -0.01
0.01 -0.05 -0.08
0.05 -0.02 0.06
0.00 0.00 -0.01
-0.01 0.00 0.00
0.01 0.01 0.01
0.00 0.00 0.00
0.00 -0.01 -0.01
0.00 0.00 0.00
0.00 0.00 0.00
0.00 0.00 0.00
0.00 0.01 0.00
0.00 -0.01 0.00
0.00 0.00 -0.01
0.01 0.00 0.02
0.00 0.00 0.01
0.00 0.00 0.00
0.00 0.00 0.00
0.00 0.01 0.00
0.00 0.00 0.00
0.00 0.00 0.00
0.00 0.00 0.00
0.00 0.00 0.00
0.00 -0.01 0.01
0.01 0.01 -0.01
0.01 0.01 0.00
0.01 -0.03 0.04
0.05 0.00 0.04
-0.03 0.05 -0.05
0.00 0.00 0.00
0.00 0.00 0.00
-0.02 -0.01 0.00
-0.01 -0.01 0.02
0.04 -0.01 0.00
-0.01 0.02 0.08
-0.02 -0.04 0.00
0.34 -0.26 0.05

***

Record 5
Computed, not measured: one molecule with the formula C22H20ClFN8O3, with ωB97M-V with the def2-TZVPD basis set.

Computed properties:
SMILES: CC(C)c1c(C(=O)N/N=C/c2ccccc2OCc2c(F)cccc2Cl)nnn1-c1nonc1N
Molecular weight: 498.9 g/mol
Total energy: -2074.075728 hartree
Gap between HOMO and LUMO: 8.243 eV
Lowest unoccupied orbital energy: 0.0 eV

Each line ends with the natural charge from an NBO analysis.
CARTESIAN COORDINATES (ANGSTROEM)
C: -6.056764 -2.177901 -0.728999  -0.6053
H: -6.474347 -3.142259 -0.454012  0.2170
H: -6.874149 -1.482202 -0.897275  0.2257
H: -5.490132 -2.299603 -1.649791  0.2113
C: -5.145696 -1.684424 0.398130  -0.2848
C: -4.432857 -0.440537 0.003444  0.2404
C: -3.065872 -0.257535 -0.177649  -0.0585
N: -2.848519 1.030803 -0.538699  -0.2071
N: -3.955561 1.645291 -0.590976  -0.0851
N: -4.952421 0.791634 -0.269567  -0.1937
C: -6.236993 1.288121 -0.285779  0.2250
N: -7.340099 0.615133 -0.119335  -0.0956
O: -8.347327 1.481710 -0.233230  -0.1201
N: -7.903906 2.737968 -0.481193  -0.1671
C: -6.594777 2.676948 -0.521580  0.3018
N: -5.756318 3.706285 -0.689855  -0.8092
H: -6.136712 4.592128 -0.968844  0.4061
H: -4.783068 3.480902 -0.839178  0.4359
C: -1.964456 -1.230504 -0.024391  0.6479
O: -2.126437 -2.386313 0.301968  -0.5808
N: -0.758081 -0.655649 -0.297815  -0.4384
N: 0.391824 -1.338710 -0.226423  -0.2091
C: 1.480331 -0.739960 -0.505174  0.0301
C: 2.749234 -1.426526 -0.428555  -0.0762
C: 2.821497 -2.745715 0.017151  -0.1627
C: 4.034427 -3.395992 0.113620  -0.2430
C: 5.196384 -2.728117 -0.236077  -0.1777
C: 5.151165 -1.418904 -0.685324  -0.2988
C: 3.935098 -0.756489 -0.792441  0.3037
O: 3.788107 0.520978 -1.247576  -0.4928
C: 4.933352 1.304602 -1.485753  -0.0861
C: 5.735174 1.593380 -0.237865  -0.1629
C: 5.092035 1.922627 0.953067  0.4268
C: 5.773957 2.173084 2.129368  -0.2771
C: 7.155136 2.108050 2.128632  -0.1742
C: 7.834870 1.803240 0.963401  -0.2464
C: 7.127126 1.549319 -0.201131  -0.0027
Cl: 8.022868 1.177452 -1.634954  0.0126
H: 8.912059 1.758113 0.950738  0.2314
H: 7.704879 2.300400 3.036119  0.2245
H: 5.217445 2.417625 3.019621  0.2353
F: 3.751770 2.016058 0.966720  -0.3138
H: 4.536918 2.244673 -1.886922  0.2172
H: 5.572806 0.844790 -2.248308  0.2048
H: 6.073972 -0.930272 -0.953068  0.2185
H: 6.152641 -3.224523 -0.162555  0.2143
H: 4.079098 -4.416592 0.461251  0.2160
H: 1.897950 -3.233012 0.285229  0.2373
H: 1.501459 0.312961 -0.802530  0.1771
H: -0.754003 0.334254 -0.562656  0.3915
C: -5.923243 -1.498136 1.702798  -0.6061
H: -6.756998 -0.815669 1.563984  0.2238
H: -5.270447 -1.116210 2.485093  0.2107
H: -6.315943 -2.458804 2.023736  0.2179
H: -4.358481 -2.427967 0.561412  0.2706

Atomic forces in eV per Å
0.13 0.01 0.00
-0.07 -0.12 0.01
-0.04 -0.10 -0.07
0.01 -0.05 -0.11
-0.33 -0.22 0.08
0.87 -0.19 -0.01
-1.15 -0.01 0.11
0.29 -0.11 0.01
-0.14 0.92 -0.26
0.92 -1.15 0.22
-1.71 1.06 -0.16
0.92 -0.23 -0.04
-0.17 -0.23 0.05
0.69 0.81 -0.18
-0.67 -1.16 0.30
0.28 0.64 -0.09
0.04 0.02 -0.02
-0.18 0.13 -0.04
0.27 -0.25 0.04
-0.04 0.02 0.00
-0.09 1.10 -0.29
0.52 -0.75 0.14
-0.85 0.64 -0.10
0.74 -0.22 0.02
0.06 0.25 -0.09
0.09 -0.09 0.02
-0.08 -0.02 0.01
0.11 0.18 -0.11
-0.30 -0.34 0.14
-0.23 -0.27 0.00
0.17 0.26 -0.14
-0.19 -0.07 -0.03
0.35 0.04 0.08
-0.20 -0.03 -0.10
-0.06 -0.03 -0.14
0.10 -0.03 -0.06
-0.20 0.13 0.35
0.14 -0.06 -0.15
0.09 -0.01 -0.03
0.05 0.02 0.09
-0.08 0.02 0.08
0.05 0.03 -0.01
0.11 -0.18 0.00
-0.14 0.09 0.13
0.08 0.08 -0.06
0.08 -0.03 0.00
-0.01 -0.09 0.03
-0.09 -0.08 0.04
-0.09 -0.06 0.02
0.00 -0.38 0.10
0.13 0.01 -0.02
-0.03 -0.04 0.11
0.02 0.01 0.12
-0.06 -0.10 0.06
-0.11 0.24 -0.06

***

Record 6
Computed, not measured: an isolated ion of composition C4H6NOS and charge +1, with ωB97M-V with the def2-TZVPD basis set.

Computed properties:
Charge: +1
Molecular weight: 116.2 g/mol
Total energy: -683.750697 hartree
Gap between HOMO and LUMO: 8.172 eV
Relative energy (zero: lowest compared OMol25 entry of this formula, charge and spin): 4.866 eV
Lowest unoccupied orbital energy: -5.0 eV

Each line ends with the natural charge from an NBO analysis.
CARTESIAN COORDINATES (ANGSTROEM)
C: 2.497962 -1.307170 -0.284199  -0.4897
C: 1.383683 0.990281 -0.081629  -0.2672
C: 0.354353 -1.008059 0.149896  0.6115
C: -1.070327 0.733586 -0.103508  -0.4460
N: 0.278001 0.215052 -0.068308  -0.3765
O: -0.589965 -1.835080 -0.199114  -0.6299
S: 2.860809 0.248717 0.092030  0.7540
H: 2.910637 -2.263832 0.047948  0.2582
H: 1.146289 2.086171 -0.189318  0.2801
H: -1.082046 1.772159 -0.349886  0.2436
H: -1.795277 0.077777 -0.754369  0.2758
H: -1.455989 0.644895 0.990549  0.2449
H: -0.582328 -2.645191 0.417160  0.5411

Atomic forces in eV per Å
-4.43 0.07 1.35
-0.37 2.20 -0.27
4.86 -6.13 -1.09
-3.29 -0.77 1.50
-0.38 2.82 -0.61
-0.18 -1.42 1.87
0.10 0.22 -0.44
0.35 0.66 0.07
1.07 -1.32 0.37
0.01 0.49 -0.45
1.78 1.47 1.05
0.44 0.24 -1.92
0.05 1.46 -1.43

***

Record 7
Computed, not measured: C6H14CdO3 as an isolated structure, with ωB97M-V with the def2-TZVPD basis set.

Computed properties:
Molecular weight: 246.6 g/mol
Total energy: -630.176232 hartree
Gap between HOMO and LUMO (alpha / beta): 7.971 / 7.967 eV
Relative energy (zero: lowest compared OMol25 entry of this formula, charge and spin): 5.223 eV
Lowest unoccupied orbital energy (alpha / beta): 0.5 / 0.5 eV

Each line ends with the natural charge from an NBO analysis.
CARTESIAN COORDINATES (ANGSTROEM)
C: 2.609538 0.514699 0.979833  -0.0951
O: 1.855455 1.600583 0.548955  -0.9745
C: 2.778768 -0.552751 -0.111396  -0.0971
O: 1.576542 -0.708060 -0.836733  -0.6591
C: 0.474367 -1.525850 -0.367500  -0.4017
O: -1.554019 0.723905 -0.652139  -0.8706
C: -2.626725 1.582985 -0.929661  -0.2492
Cd: 0.337434 0.931434 -0.394608  1.6388
H: 2.152262 0.025826 1.865916  0.1329
H: 3.629817 0.814520 1.290717  0.1629
H: 3.109691 -1.513614 0.319509  0.1770
H: 3.501446 -0.195470 -0.862928  0.1891
H: 0.838349 -2.160712 0.456746  0.1669
H: 0.270770 -2.135903 -1.262547  0.1685
H: -2.272245 2.542836 -1.333046  0.1855
H: -3.269673 1.110082 -1.690905  0.1712
H: -3.197977 1.771294 -0.005219  0.1689
C: -1.817557 -1.093132 -0.236377  -0.1272
H: -2.716038 -0.893958 -0.835162  0.1607
H: -1.762813 -2.081549 -0.712075  0.1674
C: -2.000964 -1.213358 1.264427  -0.6696
H: -2.656515 -0.429496 1.668088  0.2056
H: -2.416758 -2.198057 1.514611  0.2268
H: -1.045386 -1.005564 1.767421  0.2221

Atomic forces in eV per Å
0.44 -0.32 0.49
2.33 0.94 1.24
0.50 0.16 0.18
1.13 -1.14 -1.06
-0.21 -0.35 -1.10
-0.67 0.32 -0.46
-0.38 -0.19 0.05
-1.00 1.54 -0.35
0.03 0.13 -0.12
-0.31 0.05 -0.08
-0.08 0.24 -0.20
-0.13 -0.23 0.29
-0.53 0.22 0.08
-0.19 -0.08 0.58
-0.08 -0.26 0.10
-0.05 0.23 0.25
-0.04 0.04 -0.36
-1.78 -2.47 -0.39
-0.43 0.92 0.72
1.62 -0.29 0.35
0.05 1.20 0.03
-0.14 -0.26 -0.23
0.25 0.24 0.06
-0.33 -0.63 -0.05